[1]
Below is a 4-piece molecular cluster, C42H77N2O10P overall, with properties calculated with wB97M-V/def2-TZVPD.

Properties
- SMILES string = C=CC(=O)OCCCCCCC1=C(CCCCCCCCCCCCCC)C(=O)C(OC#N)=C(P(=N)(O)O)C1=O.CCOCC.CCOCC.CCOCC
- maximum force (eV/Å) = 3.5
- frontier orbital gap (eV) = 7.879
- lowest unoccupied orbital energy (eV) = -1.3
- charge = 0
- energy (hartree) = -2849.56444
- HOMO (eV) = -9.171

The geometry in XYZ format:
```
132
Properties=species:S:1:pos:R:3:lowdin_charge:R:1
C 9.141 0.204 2.789 0.04
C 8.841 -1.088 3.108 -0.06
C 8.200 -1.917 1.979 -0.50
O 7.917 -1.427 0.933 0.11
O 8.016 -3.250 2.287 -0.02
C 6.785 -3.725 1.694 -0.19
C 6.635 -5.228 2.072 -0.16
C 5.345 -5.761 1.297 -0.20
C 4.587 -6.757 2.256 -0.20
C 3.184 -7.045 1.626 -0.20
C 2.100 -5.933 1.936 -0.12
C 0.835 -6.535 2.590 -0.09
C -0.044 -7.320 1.932 -0.10
C 0.107 -7.728 0.445 -0.10
C -0.913 -6.797 -0.355 -0.17
C -0.526 -5.289 -0.316 -0.22
C -1.713 -4.322 -0.704 -0.19
C -1.087 -2.879 -0.798 -0.21
C -1.969 -1.839 -1.567 -0.20
C -2.919 -1.030 -0.602 -0.21
C -4.239 -1.810 -0.299 -0.21
C -5.281 -1.008 0.569 -0.21
C -5.216 -1.376 2.109 -0.19
C -3.822 -0.898 2.639 -0.24
C -3.790 -0.524 4.152 -0.23
C -2.607 0.418 4.574 -0.25
C -1.217 0.061 3.954 -0.11
C -1.296 -7.832 2.689 -0.25
O -1.722 -8.934 2.568 0.17
C -1.943 -6.766 3.629 -0.15
O -3.333 -6.623 3.711 0.07
C -3.856 -7.649 4.391 -0.30
N -4.472 -8.348 5.034 0.20
C -1.072 -6.001 4.295 -0.06
P -1.732 -4.678 5.404 0.62
N -2.818 -3.902 4.559 -0.15
O -0.534 -3.595 5.741 -0.15
O -2.438 -5.257 6.763 -0.14
C 0.454 -6.251 4.067 -0.30
O 1.240 -6.202 4.954 0.15
H 8.839 0.982 3.515 0.07
H 9.686 0.412 1.851 0.08
H 9.047 -1.517 4.106 0.11
H 6.795 -3.653 0.582 0.13
H 5.890 -3.192 2.084 0.14
H 6.414 -5.370 3.153 0.11
H 7.479 -5.865 1.738 0.12
H 5.679 -6.317 0.393 0.11
H 4.667 -4.932 0.987 0.11
H 5.147 -7.723 2.212 0.12
H 4.497 -6.369 3.291 0.11
H 3.263 -7.142 0.516 0.11
H 2.763 -8.015 1.981 0.12
H 2.574 -5.195 2.628 0.12
H 1.841 -5.353 1.020 0.10
H 1.137 -7.581 0.068 0.10
H -0.243 -8.773 0.307 0.12
H -1.067 -7.168 -1.395 0.12
H -1.881 -6.895 0.206 0.11
H -0.167 -4.946 0.683 0.10
H 0.321 -5.122 -1.025 0.11
H -2.404 -4.316 0.175 0.10
H -2.222 -4.635 -1.641 0.12
H -0.100 -2.963 -1.322 0.10
H -0.841 -2.507 0.227 0.11
H -1.307 -1.085 -2.059 0.09
H -2.550 -2.322 -2.385 0.11
H -2.398 -0.668 0.308 0.09
H -3.216 -0.119 -1.185 0.11
H -4.748 -2.085 -1.253 0.11
H -3.940 -2.772 0.192 0.10
H -6.295 -1.256 0.184 0.10
H -5.124 0.085 0.410 0.11
H -6.014 -0.838 2.671 0.10
H -5.365 -2.476 2.163 0.11
H -3.473 -0.014 2.062 0.10
H -3.085 -1.725 2.474 0.10
H -3.834 -1.402 4.837 0.08
H -4.735 0.048 4.357 0.10
H -2.496 0.301 5.683 0.10
H -2.908 1.479 4.423 0.10
H -0.627 1.013 3.916 0.07
H -1.253 -0.315 2.911 0.05
H -0.608 -0.636 4.574 0.06
H -3.728 -3.929 5.017 -0.01
H -0.641 -2.952 5.009 0.06
H -3.390 -5.072 6.772 0.08
C 1.172 3.126 -2.303 -0.08
C 1.519 1.716 -1.856 -0.28
O 0.838 0.707 -2.584 -0.18
C 1.096 0.654 -3.976 -0.28
C 2.550 0.366 -4.312 -0.08
H 0.090 3.272 -2.315 0.08
H 1.620 3.860 -1.631 0.08
H 1.540 3.328 -3.311 0.07
H 1.217 1.593 -0.814 0.12
H 2.601 1.547 -1.889 0.11
H 0.753 1.572 -4.464 0.11
H 0.478 -0.157 -4.368 0.12
H 3.199 1.195 -4.024 0.07
H 2.668 0.209 -5.386 0.08
H 2.899 -0.522 -3.782 0.08
C -0.846 7.915 -0.880 -0.08
C -0.197 7.317 -2.117 -0.28
O -0.975 6.304 -2.731 -0.17
C -2.247 6.698 -3.218 -0.28
C -2.177 7.756 -4.306 -0.08
H -1.143 7.129 -0.183 0.08
H -0.153 8.592 -0.377 0.08
H -1.742 8.484 -1.134 0.07
H 0.743 6.842 -1.827 0.11
H 0.059 8.096 -2.843 0.11
H -2.889 7.024 -2.393 0.11
H -2.705 5.798 -3.632 0.12
H -1.812 8.708 -3.917 0.06
H -3.167 7.929 -4.734 0.08
H -1.496 7.446 -5.102 0.08
C -1.347 11.579 -7.508 -0.08
C -2.278 11.685 -6.312 -0.28
O -1.596 11.748 -5.069 -0.17
C -0.735 12.858 -4.881 -0.28
C -1.452 14.197 -4.922 -0.08
H -0.638 10.760 -7.372 0.08
H -1.919 11.405 -8.421 0.08
H -0.768 12.494 -7.647 0.07
H -2.901 10.790 -6.272 0.11
H -2.961 12.535 -6.416 0.11
H 0.089 12.831 -5.603 0.11
H -0.287 12.730 -3.894 0.12
H -1.838 14.415 -5.921 0.07
H -0.771 15.003 -4.645 0.08
H -2.302 14.199 -4.237 0.08
```

[2]
Below is a 12-piece molecular cluster, C42H78F15NO28S6 overall, with properties calculated with wB97M-V/def2-TZVPD.

Properties
- SMILES string = CCOC(=O)C(F)(F)F.CCOC(=O)C(F)(F)F.CCOC(=O)C(F)(F)F.CCOC(=O)C(F)(F)F.CCOC(=O)C(F)(F)F.CCOS(C)(=O)=O.CCOS(C)(=O)=O.CCOS(C)(=O)=O.CCOS(C)(=O)=O.CCOS(C)(=O)=O.CCOS(C)(=O)=O.c1cc[nH]c1
- maximum force (eV/Å) = 4.7
- frontier orbital gap (eV) = 8.162
- lowest unoccupied orbital energy (eV) = 0.1
- charge = 0
- relative energy (zero: lowest compared OMol25 entry of this formula, charge and spin) (eV) = 1.971
- energy (hartree) = -7695.56753
- HOMO (eV) = -8.023

The geometry in XYZ format:
```
170
Properties=species:S:1:pos:R:3:lowdin_charge:R:1
C 2.322 3.679 -2.113 -0.06
C 2.745 3.657 -0.680 -0.27
O 1.623 3.952 0.052 0.01
C 1.679 4.249 1.409 -0.29
O 2.699 4.412 2.057 0.15
C 0.281 4.329 2.016 -0.53
F 0.072 5.589 2.447 0.17
F -0.738 3.928 1.230 0.16
F 0.389 3.551 3.086 0.16
H 1.883 4.639 -2.385 0.08
H 1.632 2.839 -2.200 0.06
H 3.201 3.432 -2.707 0.07
H 3.516 4.425 -0.626 0.13
H 3.074 2.638 -0.476 0.12
C 3.855 -3.048 3.066 -0.05
C 4.787 -4.216 3.073 -0.23
O 4.274 -5.146 2.138 -0.02
C 5.016 -6.320 1.915 -0.27
O 6.076 -6.616 2.451 0.15
C 4.258 -7.254 0.885 -0.55
F 3.173 -6.673 0.396 0.16
F 5.059 -7.565 -0.122 0.18
F 3.926 -8.406 1.500 0.16
H 4.262 -2.233 3.665 0.06
H 2.961 -3.408 3.575 0.07
H 3.738 -2.609 2.076 0.08
H 4.854 -4.750 4.020 0.13
H 5.817 -3.996 2.794 0.13
C 0.104 -2.612 3.393 -0.05
C -0.194 -3.771 4.396 -0.10
O -1.661 -4.048 4.355 0.03
C -2.217 -4.914 5.133 -0.40
O -1.721 -5.393 6.155 0.13
C -3.657 -5.121 4.652 -0.48
F -3.843 -6.393 4.207 0.16
F -4.493 -4.722 5.662 0.14
F -3.909 -4.299 3.627 0.14
H -0.265 -2.834 2.392 0.07
H 1.162 -2.399 3.242 0.05
H -0.351 -1.663 3.680 0.05
H 0.152 -3.528 5.401 0.13
H 0.370 -4.604 3.976 0.12
C 6.414 1.129 0.260 -0.05
C 6.667 0.944 -1.278 -0.18
O 7.358 2.156 -1.639 0.00
C 6.665 3.305 -1.957 -0.30
O 5.438 3.357 -1.972 0.13
C 7.572 4.519 -2.149 -0.53
F 8.684 4.469 -1.434 0.19
F 7.878 4.556 -3.479 0.15
F 6.820 5.574 -1.816 0.17
H 6.084 0.159 0.633 0.07
H 5.598 1.851 0.255 0.07
H 7.312 1.389 0.820 0.09
H 5.750 0.795 -1.848 0.10
H 7.245 0.024 -1.364 0.12
C -0.355 2.270 -4.735 -0.06
C 0.798 2.488 -5.690 -0.22
O 1.531 3.634 -5.357 0.00
C 1.237 4.883 -5.816 -0.33
O 0.177 5.165 -6.323 0.16
C 2.231 5.981 -5.414 -0.58
F 3.137 5.456 -4.619 0.19
F 2.656 6.525 -6.570 0.17
F 1.608 6.899 -4.712 0.19
H -0.710 1.240 -4.732 0.08
H -1.143 2.982 -4.980 0.07
H -0.017 2.436 -3.712 0.06
H 0.615 2.373 -6.759 0.13
H 1.503 1.711 -5.394 0.12
C 0.938 1.511 5.653 -0.05
C 1.759 0.921 4.510 -0.25
O 3.103 1.038 4.998 -0.29
S 4.393 0.627 4.035 0.68
C 4.952 2.346 3.907 -0.09
O 5.442 -0.088 4.770 -0.29
O 3.861 0.250 2.713 -0.33
H 1.253 1.283 6.671 0.08
H -0.052 1.088 5.482 0.07
H 0.856 2.597 5.616 0.08
H 1.693 -0.140 4.269 0.10
H 1.494 1.539 3.651 0.10
H 4.070 2.915 3.615 0.05
H 5.755 2.308 3.171 0.06
H 5.258 2.576 4.928 0.07
C -6.518 -7.574 1.038 -0.03
C -5.780 -6.313 0.387 -0.26
O -4.549 -6.074 1.007 -0.28
S -3.298 -5.326 0.227 0.70
C -3.747 -3.458 0.375 -0.06
O -2.095 -5.567 1.030 -0.31
O -3.286 -5.703 -1.166 -0.29
H -7.378 -7.878 0.441 0.07
H -6.718 -7.346 2.084 0.07
H -5.852 -8.437 0.998 0.07
H -5.550 -6.558 -0.650 0.10
H -6.363 -5.392 0.377 0.12
H -3.194 -2.895 -0.377 0.03
H -3.555 -3.213 1.419 0.05
H -4.797 -3.212 0.216 0.06
C -3.378 1.233 -3.463 -0.07
C -3.883 0.192 -4.454 -0.25
O -4.650 -0.686 -3.620 -0.28
S -4.136 -2.240 -3.239 0.72
C -4.648 -3.148 -4.814 -0.08
O -2.652 -2.167 -3.159 -0.33
O -4.870 -2.802 -2.127 -0.29
H -2.493 0.873 -2.939 0.06
H -4.114 1.543 -2.722 0.08
H -3.090 2.135 -4.004 0.06
H -4.551 0.723 -5.133 0.12
H -3.225 -0.342 -5.140 0.12
H -4.507 -4.221 -4.689 0.07
H -3.895 -2.851 -5.545 0.05
H -5.627 -2.880 -5.210 0.07
C -1.546 4.816 -2.466 -0.05
C -2.519 5.458 -1.485 -0.23
O -3.086 6.571 -2.227 -0.29
S -4.129 7.613 -1.404 0.67
C -4.147 8.896 -2.742 -0.10
O -5.436 6.974 -1.316 -0.31
O -3.486 8.140 -0.221 -0.30
H -1.451 5.296 -3.440 0.08
H -1.748 3.794 -2.786 0.04
H -0.563 4.669 -2.019 0.06
H -3.273 4.703 -1.266 0.11
H -2.101 5.787 -0.533 0.11
H -5.011 9.532 -2.554 0.07
H -4.154 8.333 -3.675 0.07
H -3.284 9.555 -2.644 0.07
C -2.883 -0.352 4.007 -0.05
C -4.145 0.115 3.272 -0.23
O -3.944 0.029 1.837 -0.29
S -5.079 0.577 0.828 0.65
C -4.634 2.345 0.758 -0.09
O -4.711 0.029 -0.493 -0.31
O -6.376 0.430 1.483 -0.29
H -2.961 -0.172 5.079 0.09
H -1.945 0.113 3.702 0.06
H -2.821 -1.438 3.936 0.06
H -5.010 -0.461 3.600 0.12
H -4.344 1.179 3.393 0.11
H -3.616 2.296 0.371 0.06
H -4.751 2.722 1.774 0.06
H -5.297 2.883 0.080 0.08
C 3.186 -0.739 -0.995 -0.03
C 1.978 -0.500 -0.092 -0.27
O 1.186 0.471 -0.774 -0.28
S -0.302 0.804 -0.137 0.69
C -1.190 -0.788 -0.564 -0.08
O -0.162 0.863 1.322 -0.30
O -0.988 1.752 -1.030 -0.31
H 3.950 0.033 -0.906 0.05
H 2.834 -0.735 -2.027 0.09
H 3.552 -1.722 -0.700 0.06
H 1.445 -1.405 0.199 0.10
H 2.182 0.006 0.852 0.09
H -1.110 -1.062 -1.616 0.05
H -2.246 -0.708 -0.304 0.04
H -0.730 -1.554 0.060 0.04
C 1.900 -3.928 -1.295 -0.15
C 0.993 -3.552 -2.276 -0.11
C -0.203 -4.005 -1.812 -0.16
N -0.055 -4.643 -0.618 0.04
C 1.261 -4.542 -0.210 -0.10
H 2.961 -3.723 -1.281 0.08
H 1.340 -3.019 -3.149 0.10
H -1.130 -3.952 -2.363 0.09
H -0.784 -5.063 -0.058 0.06
H 1.534 -4.951 0.751 0.10
```

The highest maximum force belongs to which entry?
C42H78F15NO28S6